C40H39N4OSTeV as an isolated structure. Source: the Open Molecules 2025 dataset; level of theory: wB97M-V/def2-TZVPD.

## Properties
- lowest unoccupied orbital energy (spin up / spin down) (eV) = -2.7117 / -2.7096
- net charge = +1
- HOMO (spin up / spin down) (eV) = -10.03 / -10.54
- spin multiplicity = 4
- strongest force on any atom (eV Å⁻¹) = 1.0

CARTESIAN COORDINATES (ANGSTROEM)
V -0.03 -2.58 2.02
C -1.59 -3.41 3.34
C -0.60 -4.42 3.17
C 0.62 -3.93 3.72
C 0.38 -2.63 4.24
C -0.98 -2.30 3.99
H -2.63 -3.50 3.10
H -0.77 -5.41 2.78
H 1.53 -4.49 3.82
H 1.09 -2.03 4.79
H -1.50 -1.44 4.37
N 0.49 -1.25 -1.44
C -0.49 -1.97 -2.14
C -0.78 -2.07 -3.49
C -1.88 -2.83 -3.84
C -2.66 -3.47 -2.87
C -2.35 -3.37 -1.52
C -1.25 -2.61 -1.16
N -0.73 -2.30 0.10
C 0.29 -1.46 -0.12
C 2.24 -0.44 0.98
C 2.23 1.11 0.80
S 3.23 1.83 2.11
C 3.35 0.23 2.85
N 2.87 -0.77 2.25
H 1.24 -0.72 -1.86
H -0.18 -1.56 -4.24
H -2.15 -2.93 -4.88
H -3.51 -4.06 -3.18
H -2.95 -3.88 -0.76
H 2.60 1.40 -0.17
H 3.87 0.15 3.80
C -0.75 7.89 -0.19
C -0.46 6.45 0.11
C 0.79 5.89 -0.15
C 1.09 4.56 0.11
C 2.50 4.13 -0.23
C 0.09 3.75 0.67
Te 0.20 1.68 1.20
N 0.85 -0.90 1.00
C 3.06 -1.09 -0.18
O 3.34 -0.40 -1.14
C 3.37 -2.54 -0.17
C 3.00 -3.39 0.87
C 3.23 -4.75 0.77
C 3.86 -5.27 -0.35
C 4.27 -4.42 -1.37
C 4.02 -3.06 -1.28
C -1.11 0.95 -0.29
C -0.93 1.20 -1.66
C 0.24 1.93 -2.24
C -1.90 0.72 -2.54
C -2.99 -0.01 -2.10
C -4.01 -0.55 -3.07
C -3.12 -0.26 -0.74
C -2.19 0.20 0.19
C -2.39 -0.14 1.65
C -1.18 4.29 0.97
C -2.32 3.51 1.58
C -1.42 5.63 0.67
H 0.11 8.40 -0.61
H -1.05 8.42 0.72
H -1.58 7.98 -0.90
H 1.56 6.52 -0.57
H 3.04 4.97 -0.67
H 2.52 3.33 -0.96
H 3.07 3.82 0.65
H 2.59 -2.99 1.79
H 2.93 -5.41 1.58
H 4.03 -6.33 -0.43
H 4.79 -4.82 -2.24
H 4.32 -2.39 -2.08
H 1.13 1.82 -1.63
H 0.04 3.00 -2.34
H 0.47 1.54 -3.24
H -1.77 0.90 -3.60
H -3.79 -0.24 -4.09
H -5.01 -0.21 -2.81
H -4.02 -1.64 -3.04
H -3.96 -0.84 -0.38
H -3.24 -0.80 1.77
H -2.57 0.75 2.25
H -1.51 -0.65 2.06
H -1.99 2.86 2.40
H -2.83 2.90 0.84
H -3.05 4.20 2.01
H -2.40 6.03 0.89


An isolated molecule of C12H14N2O2. Source: the Open Molecules 2025 dataset; level of theory: wB97M-V/def2-TZVPD.

## Properties
- lowest unoccupied orbital energy (eV) = 0.5913
- net charge = 0
- HOMO (eV) = -8.93
- strongest force on any atom (eV Å⁻¹) = 5.0

CARTESIAN COORDINATES (ANGSTROEM)
N -1.54 0.71 -1.94
C -2.03 -0.28 -1.02
C -1.79 -0.36 0.46
C -0.29 -0.40 0.83
C 0.56 -1.57 0.40
C 1.88 -1.62 1.03
C 2.64 -0.45 0.41
O 4.04 -0.32 0.82
C 3.78 -0.69 -0.43
O 4.31 -0.97 -1.44
C 1.86 0.83 0.32
C 2.45 1.94 -0.26
C 1.71 3.14 -0.34
N 0.45 3.20 -0.01
C -0.08 2.13 0.50
C 0.52 0.85 0.52
H -2.29 1.36 -2.04
H -1.35 0.37 -2.84
H -1.70 -1.36 -1.35
H -3.14 -0.28 -1.14
H -2.40 0.45 1.00
H -2.10 -1.39 0.75
H -0.41 -0.65 1.96
H 0.57 -1.67 -0.76
H 0.05 -2.57 0.76
H 2.33 -2.50 0.71
H 1.85 -1.52 2.14
H 3.49 1.98 -0.42
H 1.99 3.91 -0.99
H -1.12 2.05 0.67


A 2-piece molecular cluster, C3H5ClS overall. Source: the Open Molecules 2025 dataset; level of theory: wB97M-V/def2-TZVPD.

## Properties
- lowest unoccupied orbital energy (eV) = 0.6730
- net charge = 0
- HOMO (eV) = -8.95
- strongest force on any atom (eV Å⁻¹) = 2.8

CARTESIAN COORDINATES (ANGSTROEM)
C -0.33 2.11 0.24
C -0.65 0.98 0.51
S -1.11 -0.62 0.96
C -1.22 -1.52 -0.69
H -0.02 3.09 -0.08
H -1.56 -0.93 -1.57
H -1.98 -2.40 -0.61
H -0.33 -2.05 -0.91
Cl 4.20 0.46 0.95
H 3.00 0.88 1.21


C8H14 as an isolated structure. Source: the Open Molecules 2025 dataset; level of theory: wB97M-V/def2-TZVPD.

## Properties
- lowest unoccupied orbital energy (eV) = -1.5070
- net charge = 0
- HOMO (eV) = -6.69
- strongest force on any atom (eV Å⁻¹) = 2.9

CARTESIAN COORDINATES (ANGSTROEM)
C -1.48 2.23 1.51
C -1.84 0.78 1.36
C -0.69 -0.09 0.83
C 0.00 0.52 -0.41
C 1.38 0.17 -0.71
C 2.18 -0.94 -0.18
C 0.43 -1.96 -1.45
C 0.31 -0.50 -1.59
H -0.77 2.33 2.34
H -2.23 2.97 1.80
H -0.89 2.61 0.67
H -2.26 0.36 2.29
H -2.66 0.70 0.63
H 0.01 -0.30 1.65
H -1.14 -1.06 0.58
H 1.96 0.88 -1.29
H 1.35 -1.95 -0.42
H 3.14 -1.03 -0.63
H 2.30 -0.99 0.88
H -0.48 -2.51 -1.23
H 1.16 -2.37 -2.13
H -0.04 -0.14 -2.55


Q: The highest net charge belongs to which entry?
A: C40H39N4OSTeV


Copy entry 2 word for word.
An isolated molecule of C12H14N2O2. Source: the Open Molecules 2025 dataset; level of theory: wB97M-V/def2-TZVPD.

## Properties
- lowest unoccupied orbital energy (eV) = 0.5913
- net charge = 0
- HOMO (eV) = -8.93
- strongest force on any atom (eV Å⁻¹) = 5.0

CARTESIAN COORDINATES (ANGSTROEM)
N -1.54 0.71 -1.94
C -2.03 -0.28 -1.02
C -1.79 -0.36 0.46
C -0.29 -0.40 0.83
C 0.56 -1.57 0.40
C 1.88 -1.62 1.03
C 2.64 -0.45 0.41
O 4.04 -0.32 0.82
C 3.78 -0.69 -0.43
O 4.31 -0.97 -1.44
C 1.86 0.83 0.32
C 2.45 1.94 -0.26
C 1.71 3.14 -0.34
N 0.45 3.20 -0.01
C -0.08 2.13 0.50
C 0.52 0.85 0.52
H -2.29 1.36 -2.04
H -1.35 0.37 -2.84
H -1.70 -1.36 -1.35
H -3.14 -0.28 -1.14
H -2.40 0.45 1.00
H -2.10 -1.39 0.75
H -0.41 -0.65 1.96
H 0.57 -1.67 -0.76
H 0.05 -2.57 0.76
H 2.33 -2.50 0.71
H 1.85 -1.52 2.14
H 3.49 1.98 -0.42
H 1.99 3.91 -0.99
H -1.12 2.05 0.67


Q: The highest net charge belongs to which entry?
A: C40H39N4OSTeV